Entry 1:
{"formula": "C3H8O2", "method": "the ωB97M-V functional and the def2-TZVPD basis", "smiles": "C=CO.CO", "energy_ev": -7334.0574, "e_lumo_ev": 0.66, "homo_energy_ev": -8.8, "e_above_lowest_ev": 1.993, "elements": ["O", "O", "C", "C", "C", "H", "H", "H", "H", "H", "H", "H", "H"], "xyz": [[0.176, 0.251, -1.042], [0.804, -0.691, 1.366], [0.956, 0.053, -2.243], [-0.410, -0.629, 1.967], [-1.252, 0.404, 1.910], [-0.909, 1.398, 1.676], [0.781, -0.212, 0.515], [0.375, -0.558, -2.925], [-0.636, 0.625, -1.395], [-2.084, 0.360, 2.606], [1.059, 1.009, -2.762], [-0.752, -1.618, 2.266], [1.892, -0.394, -1.940]]}

=====

Entry 2:
{"formula": "C3H8O2", "method": "the ωB97M-V functional and the def2-TZVPD basis", "smiles": "COCCO", "energy_ev": -7334.7849, "e_lumo_ev": 0.98, "homo_energy_ev": -9.9, "e_above_lowest_ev": 1.266, "elements": ["O", "O", "C", "C", "C", "H", "H", "H", "H", "H", "H", "H", "H"], "xyz": [[1.067, 0.338, -0.175], [-1.416, 1.330, -0.799], [1.219, 0.022, 1.215], [-1.295, -0.047, -0.520], [0.135, -0.491, -0.836], [0.300, -1.548, -0.608], [-0.606, 1.735, -0.461], [0.318, 0.305, 1.799], [1.420, -1.066, 1.383], [2.100, 0.610, 1.544], [-1.538, -0.264, 0.539], [-2.011, -0.585, -1.168], [0.306, -0.341, -1.913]]}